Entry 1:
A structure of composition C10H23ClGdIO2P2 at a distorted geometry. Source: the Open Molecules 2025 dataset; level of theory: ωB97M-V/def2-TZVPD.

## Properties
Total charge: +2
Highest occupied orbital energy (alpha / beta), Ha: -0.5376 / -0.5277
LUMO energy (alpha / beta), eV: -7.91 / -7.91
2S+1: 8
Orbital gap (alpha / beta), eV: 6.717 / 6.449
Expectation value of S²: 16.07
Maximum force, eV/Å: 7.21
DFT total energy, hartree: -2750.96011

Each line ends with the Mulliken spin population.
Cartesian coordinates (Å):
C: -2.4222 -3.1474 -3.6673  0.00
C: -1.8979 -3.4020 -2.3602  0.00
H: -2.8308 -4.0955 -4.0702  0.00
H: -1.5963 -2.7433 -4.2992  0.00
H: -3.2081 -2.3614 -3.5773  0.00
O: -1.4900 -3.7048 -1.3142  0.00
I: -0.9888 0.4889 -2.5381  0.00
Gd: 0.1377 0.4773 0.0762  6.63
P: -2.1112 1.0762 1.5969  0.05
C: -2.2019 0.7058 3.3597  0.00
C: -2.8488 2.7496 1.6060  0.00
H: -3.8738 2.7655 2.0126  0.00
H: -4.4575 0.5984 1.2662  0.00
H: -2.8619 3.0873 0.5647  0.00
H: -3.4406 0.1698 -0.1565  0.00
H: -1.4852 1.3245 3.9060  0.00
H: -2.1837 3.3850 2.2037  0.00
C: -3.5222 0.1239 0.9347  0.00
H: -3.2201 0.9003 3.7224  0.00
H: -3.4643 -0.9210 1.2663  0.00
H: -1.9278 -0.3394 3.5036  0.00
P: 2.7867 -0.2402 -0.6921  0.06
C: 3.9593 -0.8706 0.5209  0.00
C: 2.8904 -1.4805 -2.0279  0.00
H: 3.1408 1.5840 -2.1898  0.00
H: 4.7060 0.7467 -1.9003  0.00
H: 4.0085 1.8148 -0.6218  0.00
C: 3.7767 1.1133 -1.4321  0.00
H: 2.1023 -1.2406 -2.7499  0.00
H: 3.8774 -1.4247 -2.5115  0.00
H: 4.8949 -1.1386 0.0151  0.00
H: 3.4957 -1.7448 0.9719  0.00
H: 2.7063 -2.4794 -1.6110  0.00
H: 4.1343 -0.1171 1.2881  0.00
C: 0.4947 -1.0033 1.9204  -0.01
O: 0.6669 -1.7217 2.8160  0.00
Cl: 2.1575 2.1335 1.8481  0.02
C: 0.7836 2.6005 0.8569  0.24
H: 0.1157 3.2024 1.4792  0.00
H: 1.1974 3.1287 -0.0163  0.00

---

Entry 2:
A structure of composition C18H32ClFeN2O4S2Si. Source: the Open Molecules 2025 dataset; level of theory: ωB97M-V/def2-TZVPD.

## Properties
Total charge: 0
Highest occupied orbital energy (alpha / beta), Ha: -0.3029 / -0.2824
LUMO energy (alpha / beta), eV: 0.20 / -1.95
2S+1: 6
Orbital gap (alpha / beta), eV: 8.445 / 5.736
Expectation value of S²: 8.80
Maximum force, eV/Å: 0.66
DFT total energy, hartree: -3925.41157

Each line ends with the Mulliken spin population.
Cartesian coordinates (Å):
Fe: -0.2072 0.1579 -1.1685  3.87
C: 1.0428 0.9331 3.9505  0.00
S: 0.3783 -0.2546 2.7689  0.01
C: -1.2947 -0.4082 3.4132  0.00
H: 0.4540 1.8497 3.9396  0.00
H: 2.0598 1.1671 3.6407  0.00
H: 1.0687 0.5245 4.9598  0.00
H: -1.2953 -0.8717 4.3980  0.00
H: -1.8330 -1.0349 2.7060  0.00
H: -1.7719 0.5699 3.4628  0.00
Cl: -0.6051 -4.4653 0.7527  0.00
C: -1.5335 -3.6176 -0.5200  0.00
C: -1.0116 -2.2097 -0.7375  -0.01
O: -0.7002 -1.8541 -1.8978  0.05
O: -0.9414 -1.4234 0.2373  0.03
H: -2.5634 -3.5724 -0.1703  0.00
H: -1.4652 -4.1969 -1.4355  0.00
O: 0.3860 0.8790 -5.3073  0.03
C: 0.2435 0.8570 -4.1346  0.03
N: 0.0999 0.8694 -2.9553  0.06
C: -3.2069 3.0765 -2.1545  0.01
Si: -3.0544 1.6812 -0.9268  -0.02
C: -3.3469 0.0696 -1.8063  0.02
C: -4.3012 1.8180 0.4632  0.02
N: -1.3938 1.6336 -0.2740  0.51
C: -0.8329 2.6069 0.4636  0.04
C: -1.4994 3.8303 0.7758  0.15
C: -0.8897 4.8031 1.5307  -0.08
C: 0.4032 4.6109 2.0162  0.20
C: 1.0814 3.4292 1.7316  -0.11
C: 0.4844 2.4464 0.9758  0.11
H: -4.1906 3.0318 -2.6258  0.00
H: -2.4518 2.9623 -2.9338  0.00
H: -3.0865 4.0654 -1.7146  0.00
H: -4.3060 0.1142 -2.3245  0.00
H: -3.3766 -0.7616 -1.1019  0.00
H: -2.5830 -0.1459 -2.5563  0.00
H: -5.2907 1.5875 0.0639  0.00
H: -4.3507 2.8018 0.9249  0.00
H: -4.0822 1.0911 1.2465  0.00
H: -2.4963 3.9945 0.4000  0.02
H: -1.4130 5.7250 1.7454  0.00
H: 0.8772 5.3795 2.6108  0.01
H: 2.0833 3.2800 2.1129  0.00
H: 1.0079 1.5259 0.7627  0.01
C: 4.6498 -0.8006 -1.5295  0.00
C: 4.3631 -0.2718 -0.1349  0.00
S: 2.7094 -0.5899 0.5162  0.01
O: 1.7838 -0.1110 -0.5802  0.04
C: 2.6255 -2.4070 0.5151  0.00
C: 2.2238 -3.0396 -0.8106  0.00
H: 5.5128 -0.2831 -1.9455  0.00
H: 3.8003 -0.6232 -2.1873  0.00
H: 4.8733 -1.8641 -1.5173  0.00
H: 4.4234 0.8183 -0.1164  0.00
H: 5.0484 -0.6548 0.6238  0.00
H: 1.8849 -2.6218 1.2874  0.00
H: 3.5988 -2.7434 0.8759  0.00
H: 1.5084 -2.4173 -1.3470  0.00
H: 1.7429 -3.9966 -0.6115  0.00
H: 3.0756 -3.2126 -1.4614  0.00

---

Entry 3:
A structure of composition C9H7NO at a distorted geometry. Source: the Open Molecules 2025 dataset; level of theory: ωB97M-V/def2-TZVPD.

## Properties
Total charge: 0
Highest occupied orbital energy, Ha: -0.3122
LUMO energy, eV: 0.82
2S+1: 1
Orbital gap, eV: 9.320
Maximum force, eV/Å: 14.30
DFT total energy, hartree: -477.00765

Each line ends with the Löwdin charge.
Cartesian coordinates (Å):
C: 2.4504 -1.1886 0.1784  -0.09
C: 3.1142 -0.0164 -0.0898  -0.10
C: 2.3790 1.1643 -0.3472  -0.12
C: 0.3920 0.0266 -0.1344  -0.20
C: 1.0467 -1.2039 0.2843  0.03
C: -1.1324 0.0981 -0.0062  -0.34
C: -1.9278 1.0872 0.3713  -0.01
C: -3.3141 0.5942 0.1898  -0.01
C: -3.0863 -0.6789 -0.3355  -0.09
H: 2.9178 -2.0878 0.3704  0.08
H: 4.3221 0.3429 0.0493  0.17
H: 2.7744 2.1900 -0.4846  0.10
H: 0.3509 -2.0289 0.4541  0.11
H: -1.5523 2.1366 0.8323  0.17
H: -4.1166 0.9776 0.3017  -0.02
H: -3.8691 -1.6496 -0.8258  0.21
N: 0.9879 1.1844 -0.3475  0.10
O: -1.7368 -0.9478 -0.4608  0.02

---

Entry 4:
A cluster of 2 separate species, H4O2 in total. Source: the Open Molecules 2025 dataset; level of theory: ωB97M-V/def2-TZVPD.

## Properties
Total charge: 0
Highest occupied orbital energy, Ha: -0.4237
LUMO energy, eV: 0.65
2S+1: 1
SMILES string: O.O
Orbital gap, eV: 12.175
Maximum force, eV/Å: 0.26
DFT total energy, hartree: -152.86737

Each line ends with the Löwdin charge.
Cartesian coordinates (Å):
O: -0.0671 -2.0458 -0.7463  -0.05
H: -0.7520 -2.0452 -0.0775  0.03
H: 0.6597 -2.5222 -0.3450  0.03
O: 0.2666 2.5282 0.3430  -0.05
H: -0.6516 2.3932 0.1090  0.03
H: 0.5445 1.6919 0.7168  0.02

---

Entry 5:
A structure of composition C7H12. Source: the Open Molecules 2025 dataset; level of theory: ωB97M-V/def2-TZVPD.

## Properties
Total charge: 0
Highest occupied orbital energy, Ha: -0.2782
LUMO energy, eV: 0.90
2S+1: 1
Orbital gap, eV: 8.467
Maximum force, eV/Å: 0.21
DFT total energy, hartree: -273.72858

Each line ends with the Löwdin charge.
Cartesian coordinates (Å):
C: -1.2043 -1.4894 1.8346  -0.11
C: -1.0456 -0.1816 1.0629  -0.24
C: 0.3253 0.0133 0.4335  -0.19
C: 1.3123 -0.7727 -1.3283  0.05
C: 1.2815 0.7204 -1.5893  -0.34
C: -0.0943 1.2661 -1.7752  -0.09
C: 0.5389 1.2624 -0.4030  -0.25
H: -2.1963 -1.5576 2.2933  0.07
H: -0.4616 -1.5703 2.6367  0.07
H: -1.0851 -2.3564 1.1744  0.08
H: -1.8236 -0.0984 0.2927  0.11
H: -1.1995 0.6731 1.7378  0.12
H: 1.1337 -0.1504 1.1515  0.13
H: 0.3842 -0.9285 -0.4119  0.06
H: 2.2487 -1.0057 -0.7887  0.04
H: 2.1519 1.2041 -2.0225  0.13
H: -0.1964 2.2474 -2.2302  0.10
H: -0.8902 0.5618 -2.0150  0.11
H: 0.7218 2.2184 0.0881  0.13

---

Entry 6:
A cluster of 5 separate species, C39H37F4N2O12 in total at a distorted geometry. Source: the Open Molecules 2025 dataset; level of theory: ωB97M-V/def2-TZVPD.

## Properties
Total charge: +1
Highest occupied orbital energy, Ha: -0.4337
LUMO energy, eV: -3.74
2S+1: 1
Orbital gap, eV: 8.059
Maximum force, eV/Å: 4.49
DFT total energy, hartree: -2919.53484

Each line ends with the Löwdin charge.
Cartesian coordinates (Å):
C: -2.6842 -2.4671 2.5434  -0.05
C: -1.3688 -1.7247 2.9874  -0.39
O: -1.3710 -1.3415 4.3849  -0.06
C: -0.0325 -2.5496 2.6595  -0.03
C: 0.9788 -1.5653 1.9937  -0.03
C: 1.9122 -1.8391 0.8880  -0.04
C: 2.1386 -3.1624 0.0925  -0.08
C: 2.6874 -2.9249 -1.3957  -0.10
C: 2.3761 -4.1026 -2.3570  -0.16
F: 3.1979 -5.1970 -2.5337  0.06
C: 1.2377 -4.0504 -3.1037  -0.22
F: 0.7175 -5.0796 -3.8224  0.11
F: 0.5623 -2.8456 -3.1840  0.07
N: 2.5745 -0.5890 0.6598  -0.05
O: 3.5268 -0.2292 -0.2376  0.08
C: 2.1087 0.3708 1.5210  -0.08
C: 2.4441 1.8834 1.6949  -0.06
C: 1.1906 2.7130 1.1727  -0.15
C: 1.4957 3.7022 -0.0241  -0.15
C: 2.5105 3.1540 -1.0986  -0.17
O: 3.6997 4.0100 -1.0107  -0.09
C: 4.7941 3.3925 -1.6197  -0.31
O: 5.7941 3.2631 -0.9578  0.09
N: 1.1637 -0.2018 2.3492  0.03
F: 0.5961 0.5463 3.2988  0.13
H: -2.6606 -2.8161 1.4764  0.09
H: -2.9348 -3.2831 3.2693  0.08
H: -3.5319 -1.7143 2.6032  0.09
H: -1.3399 -0.7409 2.4178  0.13
H: -1.7287 -0.4348 4.4312  0.10
H: 0.4400 -2.8770 3.6337  0.15
H: -0.3125 -3.4265 2.0208  0.10
H: 1.2141 -3.8090 0.1160  0.13
H: 2.9318 -3.7465 0.6536  0.14
H: 2.2647 -1.9374 -1.7316  0.12
H: 3.8057 -2.7880 -1.3051  0.13
H: 4.3852 -0.4740 0.1806  0.17
H: 2.5505 2.0685 2.8211  0.11
H: 3.4224 2.1482 1.2178  0.13
H: 0.7515 3.3386 2.0098  0.12
H: 0.3530 2.0192 0.8613  0.12
H: 0.5109 3.8716 -0.5699  0.07
H: 1.8387 4.6916 0.3806  0.13
H: 2.0848 3.2105 -2.1465  0.14
H: 2.8352 2.0887 -0.9439  0.10
H: 4.7459 3.0635 -2.7046  0.17
C: -3.6701 -6.4846 2.4826  0.02
C: -4.5688 -7.3181 1.9611  0.03
C: -4.4871 -7.7480 0.5462  -0.38
O: -5.3047 -8.5045 0.0696  0.13
C: -3.3670 -7.2164 -0.2647  0.03
C: -2.4695 -6.3831 0.2586  0.02
C: -2.5524 -5.9547 1.6720  -0.37
O: -1.7304 -5.1934 2.1521  0.05
H: -3.7144 -6.1592 3.5144  0.12
H: -5.3925 -7.7161 2.5402  0.13
H: -3.3218 -7.5413 -1.2965  0.13
H: -1.6452 -5.9846 -0.3199  0.11
C: 1.5115 3.3650 5.9121  0.02
C: 0.5592 3.8563 6.7033  0.03
C: 0.0392 5.2308 6.5164  -0.38
O: -0.8259 5.6795 7.2367  0.13
C: 0.6180 6.0355 5.4158  0.03
C: 1.5704 5.5427 4.6253  0.02
C: 2.0887 4.1700 4.8128  -0.38
O: 2.9583 3.7188 4.0880  0.07
H: 1.9044 2.3630 6.0344  0.12
H: 0.1253 3.2812 7.5118  0.13
H: 0.2261 7.0372 5.2931  0.13
H: 2.0053 6.1171 3.8167  0.12
C: -3.1846 7.2604 -1.4602  0.03
C: -2.9294 6.0075 -1.0868  0.02
C: -1.5621 5.4488 -1.1590  -0.36
O: -1.3304 4.3006 -0.8185  0.06
C: -0.4869 6.3346 -1.6602  0.02
C: -0.7407 7.5875 -2.0337  0.04
C: -2.1101 8.1477 -1.9617  -0.38
O: -2.3419 9.2881 -2.2994  0.13
H: -4.1792 7.6856 -1.4149  0.13
H: -3.7027 5.3457 -0.7173  0.12
H: 0.5079 5.9096 -1.7057  0.11
H: 0.0330 8.2487 -2.4032  0.13
C: -1.2429 -2.6651 -8.5202  0.02
C: -2.3169 -2.8510 -7.7540  0.02
C: -2.1899 -3.3158 -6.3544  -0.38
O: -3.1678 -3.4877 -5.6546  0.11
C: -0.8246 -3.5645 -5.8386  0.01
C: 0.2488 -3.3787 -6.6042  0.03
C: 0.1226 -2.9137 -8.0043  -0.38
O: 1.1011 -2.7422 -8.7015  0.11
H: -1.3164 -2.3264 -9.5459  0.12
H: -3.3222 -2.6734 -8.1148  0.12
H: -0.7527 -3.9010 -4.8185  0.08
H: 1.2547 -3.5564 -6.2434  0.12